No. 1
C43H52ClHfN5O3PSSi2 as an isolated structure at a distorted geometry, computed with wB97M-V/def2-TZVPD.

Properties
HOMO energy in eV: -8.96
Frontier orbital gap in eV: 4.63
DFT total energy in eV: -108728.97545
Total charge: +1

Positions of all 109 atoms, in Å:
Hf -0.310 0.561 0.392
Cl 2.190 0.368 1.785
S -5.048 -3.649 6.428
P 2.531 0.842 -1.389
Si -0.946 -1.518 -1.246
Si -1.059 2.157 -1.789
O -4.793 -2.253 6.108
O -4.947 -3.987 7.828
O -6.139 -4.252 5.696
N -0.478 2.452 2.160
N -2.769 -3.710 5.026
N -0.175 -1.098 2.109
N -3.379 -5.786 5.936
N -2.637 0.705 1.070
C 0.372 -2.779 -1.712
C 2.710 -0.405 -2.681
C 3.572 -1.493 -2.596
C -2.425 -0.977 -5.048
C -3.588 -4.474 5.734
C 3.274 3.477 -1.268
C -0.191 -3.443 2.584
C -2.579 0.393 -5.206
C -1.343 -5.575 4.688
C 0.149 -2.364 1.792
C 3.577 -2.448 -3.605
C 5.274 0.669 -0.752
C -1.669 -4.249 4.524
C 3.141 2.392 -2.135
C 3.811 0.473 1.083
C -0.210 3.672 1.360
C 3.511 2.531 -3.465
C -2.278 -6.307 5.426
C -2.323 -2.681 -0.674
C 2.728 -2.320 -4.695
C -2.858 2.082 1.588
C -3.497 0.572 -0.143
C -1.100 -1.897 4.159
C 3.753 4.691 -1.728
C 0.128 3.130 -2.861
C -3.220 -0.280 2.028
C 3.988 3.753 -3.928
C 6.143 0.428 1.479
C -2.502 3.413 -1.682
C -1.876 2.468 2.660
C 1.840 -0.291 -3.770
C -1.513 -0.620 -2.815
C 0.425 2.525 3.335
C -1.647 0.774 -2.982
C -2.191 1.247 -4.187
C 4.855 0.382 1.986
C 1.857 -1.240 -4.778
C -0.921 -3.217 3.744
C 3.960 0.609 -0.277
C 4.103 4.832 -3.067
C -1.902 -1.468 -3.865
C 6.351 0.570 0.110
C -0.716 -0.887 3.321
H 0.864 2.500 -3.345
H -0.894 0.139 3.598
H 0.096 3.337 3.990
H 2.740 -3.066 -5.478
H -0.201 4.548 2.015
H -3.877 2.154 1.981
H 3.016 3.372 -0.218
H 0.658 -2.508 0.853
H 5.445 0.805 -1.813
H 4.475 5.780 -3.432
H 7.358 0.615 -0.281
H 4.668 0.273 3.045
H -4.306 -0.170 2.012
H 1.122 0.522 -3.819
H -0.962 3.809 0.589
H 6.984 0.357 2.156
H -1.637 -1.694 5.076
H -2.884 -0.108 3.043
H -3.554 -0.463 -0.437
H 0.765 3.587 0.874
H -3.481 2.954 -1.817
H 3.442 1.696 -4.150
H -2.319 2.314 -4.340
H -2.125 -7.368 5.596
H -2.368 4.115 -2.508
H 1.439 2.737 3.008
H 1.180 -1.145 -5.616
H -2.126 3.462 3.049
H 0.426 1.598 3.901
H -3.319 -2.258 -0.586
H -2.794 2.756 0.739
H 4.237 -1.610 -1.751
H 4.247 -3.295 -3.536
H -2.551 4.028 -0.782
H 4.274 3.854 -4.966
H -1.942 1.788 3.509
H 0.027 -4.445 2.239
H 1.262 -2.362 -2.169
H -3.000 0.794 -6.119
H -3.118 1.147 -0.968
H -4.503 0.923 0.105
H 0.654 3.936 -2.348
H -0.485 3.577 -3.646
H -2.960 -1.293 1.729
H 0.675 -3.402 -0.872
H 3.859 5.525 -1.047
H -0.092 -3.453 -2.437
H -0.438 -6.026 4.305
H -1.806 -2.544 -3.754
H -2.078 -3.160 0.278
H -2.390 -3.478 -1.419
H -2.722 -1.656 -5.837

---

No. 2
A 2-piece molecular cluster, C4H12O overall at a distorted geometry, computed with wB97M-V/def2-TZVPD.

Properties
HOMO energy in eV: -10.07
Frontier orbital gap in eV: 11.05
DFT total energy in eV: -6387.48013
Relative energy (zero: lowest compared OMol25 entry of this formula, charge and spin) in kcal per mole: 60.9

Positions of all 17 atoms, in Å:
O -0.057 -0.809 2.698
C 0.736 0.605 -2.399
C -1.201 -1.003 1.772
C 1.623 0.344 -1.057
C -1.426 0.223 0.956
H 0.301 1.598 -2.249
H 1.375 0.941 -0.247
H 0.041 -0.157 -2.674
H 1.083 -0.643 -0.726
H -0.737 -1.976 1.369
H -0.914 0.243 -0.030
H 2.689 0.217 -1.247
H -1.195 1.275 1.537
H 1.505 0.520 -3.269
H 0.694 -0.518 2.421
H -2.005 -1.268 2.359
H -2.513 0.409 0.785

---

No. 3
A 2-piece molecular cluster, C13H4Cl4F3O3 overall at a distorted geometry, computed with wB97M-V/def2-TZVPD.

Properties
HOMO energy in eV: -3.58
Frontier orbital gap in eV: 4.33
DFT total energy in eV: -77931.23228
Total charge: -1
Relative energy (zero: lowest compared OMol25 entry of this formula, charge and spin) in kcal per mole: 7.5

Positions of all 27 atoms, in Å:
Cl 2.682 2.399 1.253
Cl -3.515 2.508 1.414
Cl 1.188 5.176 1.093
Cl -1.932 5.234 1.313
F -0.765 -0.055 -3.224
F 0.299 -1.732 -4.163
F 1.428 -0.155 -3.133
O 0.879 0.449 2.568
O 0.372 0.269 -0.398
O -1.769 0.175 1.541
C 0.290 -0.907 -3.065
C 1.003 2.519 1.430
C 0.330 1.309 1.884
C 0.304 -3.865 -0.723
C -1.111 3.738 1.407
C -1.823 2.549 1.486
C 0.230 -1.697 -1.791
C 0.325 3.719 1.326
C 0.135 -3.068 -1.864
C 0.418 -1.878 0.638
C 0.336 -0.976 -0.502
C 0.482 -3.247 0.522
C -1.177 1.250 1.605
H 0.650 -3.835 1.427
H 0.473 -1.398 1.609
H -0.038 -3.532 -2.834
H 0.305 -4.950 -0.819

---

No. 4
One molecule with the formula C5H9P at a distorted geometry, computed with wB97M-V/def2-TZVPD.

Properties
HOMO energy in eV: -8.47
Frontier orbital gap in eV: 8.89
DFT total energy in eV: -14616.71810
Relative energy (zero: lowest compared OMol25 entry of this formula, charge and spin) in kcal per mole: 36.9

Positions of all 15 atoms, in Å:
P -1.141 -1.112 -0.405
C 0.410 -0.911 0.637
C 2.138 0.483 -0.479
C -2.281 0.172 0.362
C 1.600 -0.292 0.624
C 1.227 1.023 -1.336
H -3.377 0.116 -0.046
H 1.407 1.642 -2.304
H -2.354 0.282 1.429
H 0.391 -1.785 1.343
H 3.217 0.769 -0.567
H 0.115 0.899 -1.091
H 2.320 -0.393 1.463
H -1.848 -2.065 0.437
H -1.824 1.173 -0.067

---

Among the records above, which one has the highest DFT total energy?
C4H12O